[1]
This record from the Open Molecules 2025 dataset describes a single C4H5BN2 molecule at a distorted geometry. The level of theory is ωB97M-V/def2-TZVPD.

Geometry as XYZ:
```
12
Properties=species:S:1:pos:R:3:forces:R:3:mulliken_charge:R:1
N 1.85586 -0.50017 -1.35400 -1.388 0.836 1.005 -0.525
N 0.07841 0.99923 -2.09255 0.154 0.375 -0.292 -0.514
C 0.01230 0.00270 0.10007 -3.521 1.493 -0.119 0.101
C 1.23306 0.34713 -2.17908 1.586 -1.259 -1.314 0.025
C 1.19553 -0.64298 -0.17867 0.859 -2.071 0.347 -0.034
C -0.55192 0.86043 -0.96234 -0.100 -1.071 1.888 -0.151
B -0.84717 -0.21864 1.43673 -1.045 2.235 -1.046 0.198
H 1.74675 0.36175 -3.14093 -0.229 0.571 0.003 0.353
H -2.03974 0.28777 1.81953 2.224 -1.077 -1.290 -0.047
H -0.18479 -0.64168 2.24116 0.631 -1.182 1.594 -0.067
H -1.56018 1.37396 -0.88128 1.362 -0.733 0.223 0.355
H 1.58115 -1.49920 0.50795 -0.534 1.884 -1.000 0.306
```
Positions in Å, forces in eV/Å.

Values from the calculation:
2S+1 = 1
DFT total energy = -7883.6581 eV
orbital gap = 9.5 eV
energy relative to the best compared isomer or geometry (same formula, charge and spin) = 0.0 kJ/mol

=====

[2]
This record from the Open Molecules 2025 dataset describes a gas-phase ion, C7H9N4 (charge +1) at a distorted geometry. The level of theory is ωB97M-V/def2-TZVPD.

Geometry as XYZ:
```
20
Properties=species:S:1:pos:R:3:forces:R:3:mulliken_charge:R:1
N -1.33840 -0.88612 -0.55354 0.191 0.216 -1.137 0.290
N -2.56538 -1.42821 -0.39104 -1.744 -0.603 -0.754 -0.339
N 0.39149 -0.37320 0.99580 0.257 -0.157 -0.330 -0.120
N -1.65924 -1.38457 1.54350 0.300 -0.005 1.845 -0.604
C 2.39116 2.47380 0.52196 0.118 0.107 -0.009 -0.706
C 2.24533 1.21614 0.94612 -0.603 -0.477 -0.092 -0.333
C 1.38485 0.26948 0.11911 -0.108 1.347 1.689 -0.279
C -2.73020 -1.70974 0.88123 0.288 0.072 -0.088 0.046
C -0.60679 -0.08491 -2.85553 0.286 -0.409 0.373 -0.242
C -0.94370 -0.53616 -1.80040 0.331 0.577 0.013 0.045
C -0.78775 -0.84944 0.68510 0.041 -0.185 -0.055 0.484
H 0.64724 -0.46009 1.96766 -0.136 -0.056 0.088 0.267
H -3.21336 -1.56883 -1.15162 0.218 0.150 -0.248 0.202
H 2.66968 0.83164 1.87185 1.245 -0.405 -0.740 0.350
H 0.94129 0.89162 -0.65332 -0.309 -0.367 -0.127 0.236
H 2.09888 -0.43767 -0.30287 -0.304 -0.243 -0.163 0.246
H 1.49448 3.01811 0.23352 0.344 -0.253 -1.521 0.301
H -0.13339 0.20058 -3.76075 -0.179 0.120 -0.341 0.451
H -3.64493 -2.13944 1.24925 -0.011 -0.087 0.226 0.439
H 3.35874 2.95702 0.45396 -0.226 0.656 1.369 0.267
```
Positions in Å, forces in eV/Å.

Values from the calculation:
2S+1 = 1
DFT total energy = -13354.0483 eV
orbital gap = 8.8 eV
energy relative to the best compared isomer or geometry (same formula, charge and spin) = 485.3 kJ/mol
charge = +1

=====

[3]
This record from the Open Molecules 2025 dataset describes a single C19H26ClN3O2 molecule at a distorted geometry. The level of theory is ωB97M-V/def2-TZVPD.

Geometry as XYZ:
```
51
Properties=species:S:1:pos:R:3:forces:R:3:mulliken_charge:R:1
Cl 5.87702 -0.39743 0.18867 0.192 0.091 0.036 -0.227
O -0.20068 -3.29773 1.26195 0.097 0.105 0.417 -0.642
O -2.37933 -0.96839 0.87626 0.239 -0.237 0.190 -0.177
N -1.61755 -3.39075 -0.50907 -0.151 -0.214 -0.259 -0.311
N -1.00275 1.74289 0.09125 0.032 0.096 -0.111 0.666
N 0.56257 -2.74366 -0.82914 -0.168 -0.069 -0.398 -0.050
C -1.52569 2.09571 -1.21564 -0.056 0.185 -0.061 -0.384
C -4.33922 -1.19518 -0.14152 0.411 -0.505 0.234 -0.901
C -0.39820 -3.13813 0.08115 -0.003 -0.128 -0.476 0.591
C -3.25834 -1.85661 0.36181 -0.750 -0.249 -0.387 0.520
C 3.17209 2.82110 1.18400 -0.146 0.018 -0.218 -1.281
C -2.29810 3.41090 -1.18403 0.125 -0.302 -0.079 -1.409
C 4.32985 -1.11693 -0.10108 -0.147 -0.070 0.020 0.421
C 0.07143 0.75589 0.07333 0.286 -0.100 0.384 -0.836
C 3.74799 -1.00742 -1.35359 0.054 -0.007 0.115 -0.881
C 2.50590 -1.56773 -1.57469 -0.094 -0.083 0.103 -0.319
C -2.88915 0.27098 0.70874 -0.718 0.661 -0.264 0.634
C 2.43845 -2.35583 0.69497 -0.112 -0.099 0.055 -0.326
C -2.81074 -3.28311 0.31973 0.174 0.299 0.205 -1.016
C 1.83223 -2.23754 -0.55330 0.299 0.119 0.197 0.310
C 3.68165 -1.79452 0.91862 0.124 0.106 -0.212 -0.768
C -4.10161 0.18389 0.08603 0.532 0.207 0.381 -0.598
C -2.02646 1.43760 1.08349 0.094 -0.198 -0.064 -1.307
C 1.99222 2.38732 0.32422 0.030 -0.120 0.310 -0.250
C 1.24643 1.20934 0.94212 -0.054 0.048 -0.514 -0.464
H 1.29607 3.21826 0.19928 -0.034 0.034 -0.097 0.235
H -1.74744 -3.08442 -1.46301 0.055 0.050 0.130 0.257
H -1.51403 1.21993 2.02296 -0.094 0.091 0.057 0.348
H -4.74870 0.99559 -0.17713 -0.073 0.254 -0.026 0.451
H -3.25688 3.29817 -0.68610 -0.155 0.063 0.050 0.233
H 1.93114 0.36904 1.06909 0.055 -0.034 0.087 -0.035
H 3.88148 2.00359 1.29287 0.134 -0.072 0.053 0.232
H 3.68817 3.66516 0.73216 0.120 0.088 0.031 0.385
H -1.71696 4.16477 -0.66027 0.049 0.117 0.063 0.298
H -5.19842 -1.63168 -0.60876 -0.150 -0.178 -0.107 0.487
H 2.83451 3.11536 2.17522 0.005 0.050 0.141 0.342
H 1.92332 -2.87004 1.48822 0.002 -0.018 0.023 0.490
H -0.27582 -0.22042 0.43117 0.043 0.047 -0.162 -0.141
H 2.35584 2.09961 -0.66554 -0.036 0.001 -0.102 0.214
H 0.87405 1.49359 1.92727 -0.017 -0.039 0.151 0.394
H -3.59761 -3.92077 -0.08474 0.021 0.085 0.113 0.388
H -2.17023 1.30473 -1.64116 0.121 0.035 -0.032 0.362
H 4.14470 -1.87990 1.88897 0.056 0.003 0.083 0.417
H 2.04959 -1.47873 -2.55101 -0.060 0.031 -0.098 0.369
H -2.52211 -3.62558 1.31689 -0.145 -0.060 -0.138 0.345
H -2.48120 3.75126 -2.20020 -0.096 0.064 -0.081 0.455
H -0.66582 2.22115 -1.87820 -0.046 -0.074 0.016 0.462
H 0.42866 0.62053 -0.95142 -0.048 -0.014 -0.017 0.818
H -2.65237 2.31973 1.22397 -0.036 -0.112 0.102 0.549
H 0.27035 -2.63052 -1.78966 -0.018 -0.011 0.216 0.215
H 4.25967 -0.48310 -2.14514 0.058 0.048 -0.060 0.435
```
Positions in Å, forces in eV/Å.

Values from the calculation:
2S+1 = 1
DFT total energy = -41213.2791 eV
orbital gap = 8.7 eV
energy relative to the best compared isomer or geometry (same formula, charge and spin) = 141.6 kJ/mol

=====

[4]
This record from the Open Molecules 2025 dataset describes a single C5H8O molecule. The level of theory is ωB97M-V/def2-TZVPD.

Geometry as XYZ:
```
14
Properties=species:S:1:pos:R:3:forces:R:3:mulliken_charge:R:1
O -0.23062 -1.87665 -0.37697 -0.409 0.137 0.160 -0.349
C 0.59847 0.27932 -0.13726 0.370 -0.343 0.128 0.125
C 0.79503 -0.99343 -0.43688 0.034 0.474 -0.112 -0.181
C 1.24597 1.54115 0.13970 0.387 0.181 0.017 -0.563
C 0.10374 1.03350 1.02437 -0.246 0.143 0.144 -0.540
C -1.51384 -1.25108 -0.58021 -0.068 -0.354 0.040 -0.563
H 0.40445 0.55647 1.95849 -0.191 0.198 -0.108 0.170
H 1.76091 -1.42670 -0.69532 -0.351 0.001 -0.537 0.371
H -1.74075 -0.40453 0.08023 0.280 -0.436 0.013 0.191
H -0.84359 1.56625 1.09176 0.194 0.092 -0.237 0.312
H -2.22474 -2.04671 -0.38991 -0.201 -0.025 -0.142 0.260
H 2.28199 1.55067 0.46121 -0.095 0.253 0.271 0.257
H 0.95092 2.35566 -0.52385 0.200 -0.128 0.133 0.185
H -1.58794 -0.88392 -1.61536 0.096 -0.192 0.230 0.326
```
Positions in Å, forces in eV/Å.

Values from the calculation:
2S+1 = 1
DFT total energy = -7359.0813 eV
orbital gap = 9.3 eV
energy relative to the best compared isomer or geometry (same formula, charge and spin) = 306.2 kJ/mol

=====

[5]
This record from the Open Molecules 2025 dataset describes 4 unconnected molecules or ions with the total composition C2H11O4 at a distorted geometry. The level of theory is ωB97M-V/def2-TZVPD.

Geometry as XYZ:
```
17
Properties=species:S:1:pos:R:3:forces:R:3:mulliken_charge:R:1
O -1.79562 0.77156 -2.37497 -1.259 -1.695 4.285 -0.681
O -2.38868 1.18007 1.12555 -0.210 -0.374 -0.990 -0.686
O 0.02422 0.47131 0.31781 -0.593 -1.023 1.736 -0.965
O 1.83313 0.96658 -1.92989 1.495 0.785 -1.897 -0.663
C 1.19324 -1.46286 0.87057 2.717 -2.415 -0.148 -0.956
C 0.07895 -0.59635 1.30182 -3.122 0.427 -1.768 -0.111
H -0.15253 -0.33969 2.39413 1.529 0.358 -1.000 0.196
H 1.00279 -1.92281 -0.11796 -0.435 0.831 0.051 0.250
H -1.24784 1.18949 -2.96045 2.382 1.639 -2.133 0.280
H -0.84427 -1.34133 1.24845 0.999 1.152 -0.496 0.140
H -2.21362 1.65816 1.91615 0.228 0.580 0.917 0.276
H -1.47058 1.03265 0.72004 0.042 -0.224 0.191 0.328
H 2.59402 0.38658 -1.86695 -0.098 -0.071 0.128 0.280
H 2.23192 -0.94375 0.68117 -1.778 -0.920 1.035 0.183
H 1.22082 0.67309 -1.28647 -1.550 -0.680 2.052 0.390
H 1.23265 -2.48058 1.43243 0.585 1.729 -0.022 0.329
H -1.29860 0.75790 -1.47142 -0.933 -0.101 -1.940 0.409
```
Positions in Å, forces in eV/Å.

Values from the calculation:
2S+1 = 1
DFT total energy = -10442.3050 eV
orbital gap = 7.9 eV
energy relative to the best compared isomer or geometry (same formula, charge and spin) = 152.8 kJ/mol
charge = -1

=====

[6]
This record from the Open Molecules 2025 dataset describes a molecular structure, C10H10N2O4PtS at a distorted geometry. The level of theory is ωB97M-V/def2-TZVPD.

Geometry as XYZ:
```
28
Properties=species:S:1:pos:R:3:forces:R:3:mulliken_charge:R:1
Pt -4.16555 2.07638 -0.82079 0.492 0.756 0.390 1.101
S -2.12695 2.12695 0.58559 -0.917 0.609 -0.629 0.058
O 3.08580 -1.85765 1.56239 0.388 0.098 0.824 -0.469
O 2.53555 -3.21853 -0.15039 0.178 -0.265 0.452 -0.294
O -2.71582 -0.50465 -0.05305 0.752 0.214 0.409 -0.170
O 1.56036 -3.90247 -2.05619 -0.125 -0.456 -0.298 -0.455
N -4.35088 0.76776 0.77748 0.038 0.029 -0.154 -0.222
N -4.87357 -0.46471 0.46961 0.188 -0.337 -0.176 -0.322
C 2.26187 -0.95075 -0.49226 0.028 0.280 -0.327 0.548
C 1.93920 -3.02290 -1.36939 -0.118 0.340 -0.361 0.327
C 2.71098 -2.00156 0.45470 -0.373 -0.282 -0.449 0.363
C 1.33063 0.75491 1.07172 0.185 -0.196 -0.410 -0.732
C 2.30861 0.47974 -0.09881 -0.247 0.085 0.135 -0.823
C -0.54004 1.86224 -0.19512 0.596 0.117 -0.517 -0.240
C -3.04282 0.71225 0.39582 0.117 -1.602 0.182 0.352
C -3.88013 -1.19178 0.04257 -1.238 0.565 0.262 0.108
C 1.81779 -1.55409 -1.58702 0.175 0.206 0.307 -0.583
C 0.53544 2.04288 0.90800 -0.246 -0.298 0.414 -1.122
H 1.43703 -1.10216 -2.48423 -0.090 -0.102 -0.245 0.572
H 2.07580 1.09929 -0.96279 -0.033 0.084 -0.160 0.484
H -3.96308 -2.23192 -0.23180 0.377 -0.164 -0.099 0.461
H 1.15055 2.90188 0.66992 0.090 0.175 -0.064 0.352
H 0.61973 -0.06945 1.12267 -0.101 -0.163 0.206 0.378
H -0.50205 0.88739 -0.67306 -0.173 -0.200 -0.004 0.352
H 0.05011 2.25037 1.86504 0.042 0.188 0.149 0.549
H -0.44342 2.61537 -0.97670 -0.203 0.178 -0.049 0.527
H 3.31378 0.73997 0.21616 0.186 0.064 0.016 0.397
H 1.87111 0.75522 2.00991 0.031 0.078 0.194 0.504
```
Positions in Å, forces in eV/Å.

Values from the calculation:
2S+1 = 1
DFT total energy = -35760.3641 eV
orbital gap = 3.2 eV
charge = +2

=====

Computed highest occupied orbital energy (eV) in order:
-10.189 -12.298 -8.237 -8.275 -3.930 -15.571